Entry 1:
Here is an isolated molecule of C2H4ClIS from the OMol25 dataset. Energies are from ωB97M-V/def2-TZVPD.

Output
total energy	-1234.66932	Ha
LUMO level	-0.2884	eV
energy relative to the best compared isomer or geometry (same formula, charge and spin)	0.0	kJ/mol
SMILES	ClSCCI
gap between HOMO and LUMO	8.90	eV

Geometry as XYZ:
```
9
C2H4ClIS | the OMol25 dataset | ωB97M-V/def2-TZVPD
Cl 1.53414 0.56174 2.81093
S 0.87243 -0.79919 1.47354
C 0.10500 0.33092 0.24152
C -0.45548 -0.50300 -0.88039
I -1.35165 0.75472 -2.38722
H 0.88268 1.00975 -0.10884
H -0.67492 0.89527 0.75286
H -1.23478 -1.17262 -0.52655
H 0.32258 -1.07758 -1.37584
```


Entry 2:
Here is a cluster of 3 separate species, C46H30FNO7 in total from the OMol25 dataset. Energies are from ωB97M-V/def2-TZVPD.

Output
total energy	-2452.23783	Ha
LUMO level	-1.2889	eV
energy relative to the best compared isomer or geometry (same formula, charge and spin)	0.0	kJ/mol
SMILES	Cc1cc2c(c(CC(=O)F)c1CN)C(=O)c1ccccc1C2=O.O=C1c2ccccc2C(=O)c2ccccc21.O=C1c2ccccc2C(=O)c2ccccc21
gap between HOMO and LUMO	7.99	eV

Geometry as XYZ:
```
85
C46H30FNO7 | the OMol25 dataset | ωB97M-V/def2-TZVPD
C -0.80788 1.07453 3.44151
C -0.17315 0.06920 4.37971
C 1.20504 0.14767 4.55886
C 1.82600 -0.77269 5.37568
C 1.08597 -1.76397 6.01099
C -0.29429 -1.85750 5.85050
C -1.04080 -2.96169 6.54273
C -1.43568 -2.58356 7.93568
O -1.61197 -1.48673 8.32114
F -1.59079 -3.60706 8.76879
C -0.92445 -0.92232 5.01813
C -2.42202 -1.05168 4.82163
N -2.71060 -2.29180 4.04111
C 1.87680 -2.72482 6.83734
O 1.50423 -3.15302 7.89987
C 3.19122 -3.09439 6.23337
C 3.65644 -4.39613 6.27317
C 4.86699 -4.68960 5.65565
C 5.60720 -3.69382 5.04028
C 5.14446 -2.38473 5.00113
C 3.93020 -2.10084 5.59431
C 3.30565 -0.74715 5.58427
O 3.91696 0.27415 5.76389
H -1.75012 1.45684 3.81107
H -0.10484 1.86871 3.21914
H -0.96888 0.55571 2.49447
H 1.75515 0.91322 4.03482
H -1.94046 -3.26074 6.00603
H -0.45183 -3.87017 6.63121
H -2.91834 -1.14947 5.78334
H -2.76286 -0.17850 4.28410
H -1.84469 -2.74476 3.78731
H -3.22594 -2.04663 3.20821
H 3.10622 -5.19810 6.74140
H 5.21595 -5.71162 5.66088
H 6.54459 -3.93054 4.55735
H 5.71754 -1.60754 4.51890
O 0.12186 5.27151 -4.00854
C -0.19373 4.82533 -2.92517
C 0.70108 4.97209 -1.74432
C 1.90296 5.65403 -1.88904
C 2.73236 5.83266 -0.79565
C 2.36528 5.33221 0.44954
C 1.17701 4.63815 0.59641
C 0.34271 4.44887 -0.49847
C -0.92343 3.68482 -0.32045
O -1.20699 3.19224 0.75257
C -1.83488 3.55189 -1.48893
C -3.02777 2.90829 -1.33576
C -3.92818 2.82401 -2.40921
C -3.61194 3.34568 -3.63768
C -2.32999 4.01623 -3.81446
C -1.49049 4.11651 -2.74174
H 2.18253 6.04597 -2.85707
H 3.66588 6.36749 -0.90984
H 3.00974 5.48367 1.30533
H 0.89093 4.24409 1.56173
H -3.28773 2.48601 -0.37481
H -4.88480 2.33977 -2.26696
H -4.31310 3.28023 -4.45675
H -2.06197 4.45389 -4.76396
O -0.70178 -0.70408 -9.29534
C -0.77638 -1.02413 -8.12717
C -0.38112 -2.39152 -7.68351
C 0.09786 -3.29679 -8.62180
C 0.50356 -4.55812 -8.22062
C 0.43395 -4.92101 -6.87950
C -0.05752 -4.02816 -5.94266
C -0.47185 -2.76337 -6.34056
C -1.01493 -1.82052 -5.32210
O -1.14345 -2.16196 -4.16439
C -1.39014 -0.44709 -5.76178
C -1.86621 0.46200 -4.82432
C -2.19094 1.75467 -5.20570
C -2.03893 2.13880 -6.53539
C -1.57868 1.23529 -7.47936
C -1.25685 -0.06153 -7.09802
H 0.15505 -3.00907 -9.66244
H 0.88009 -5.26067 -8.95241
H 0.76247 -5.90341 -6.56671
H -0.11821 -4.30803 -4.90006
H -1.97787 0.15402 -3.79140
H -2.59644 2.53553 -4.38535
H -2.28202 3.15144 -6.84139
H -1.46402 1.53357 -8.51272
```


Entry 3:
Here is a structure of composition C41H106AlN10O7 from the OMol25 dataset. Energies are from ωB97M-V/def2-TZVPD.

Output
total energy	-2942.31638	Ha
LUMO level	1.9556	eV
total charge	-1
gap between HOMO and LUMO	6.68	eV

Geometry as XYZ:
```
165
C41H106AlN10O7 | the OMol25 dataset | ωB97M-V/def2-TZVPD
C 7.91774 -4.29138 1.85075
C 8.89247 -3.30575 1.21213
C 8.56238 -1.84303 1.48766
C 7.28270 -1.36525 0.78864
C 5.98188 -1.66087 1.56474
C 5.08289 -0.44068 1.72122
C 4.55907 0.09386 0.38545
C 3.15138 0.72030 0.48699
C 2.21343 0.26696 -0.62848
C 1.85493 -1.22332 -0.60186
C 0.54259 -1.61028 0.12599
C 0.01858 -0.66246 1.21155
Al -0.85772 -1.59974 2.77485
C -1.37154 -0.11130 4.06806
C -0.18130 0.51243 4.82022
N -0.60770 0.88364 6.16748
N 0.97997 -0.35381 5.04034
N 0.24683 1.68914 4.05919
N -2.40237 -2.61540 2.14925
C -3.53958 -2.31615 3.04903
C -2.13424 -3.97259 2.22802
C -1.56073 -4.58655 0.97017
O -2.32396 -4.67689 3.20822
H 8.28544 -5.31343 1.78864
H 6.95945 -4.26880 1.33716
H 7.75393 -4.04427 2.89776
H 9.89649 -3.52639 1.57757
H 8.91973 -3.48134 0.13576
H 9.39189 -1.24678 1.10720
H 8.48092 -1.69764 2.56504
H 7.34393 -0.28795 0.64615
H 7.26060 -1.83866 -0.19221
H 5.41263 -2.45624 1.08530
H 6.24709 -2.02805 2.55579
H 4.24684 -0.72844 2.35794
H 5.63511 0.32989 2.26258
H 5.23677 0.87137 0.03678
H 4.53896 -0.71897 -0.33766
H 3.23718 1.80768 0.44996
H 2.73856 0.48672 1.46547
H 2.74298 0.47083 -1.56514
H 1.31475 0.88065 -0.64261
H 1.75410 -1.53947 -1.64198
H 2.69725 -1.79103 -0.20451
H -0.24059 -1.76125 -0.61525
H 0.72084 -2.58586 0.58472
H 0.80485 -0.03465 1.63171
H -0.71816 0.03104 0.79594
H 0.21641 -2.66381 3.36467
H -1.76660 0.69388 3.44354
H -2.14806 -0.39269 4.77773
H 0.11560 1.44218 6.60725
H -1.45978 1.42460 6.09462
H 0.69152 -1.24843 5.41189
H 1.48179 -0.50276 4.17574
H 1.02152 2.12438 4.55250
H 0.61236 1.42682 3.14725
H -3.85470 -1.28612 2.89340
H -4.37238 -2.99088 2.85050
H -3.30713 -2.41969 4.11019
H -0.47589 -4.48737 0.99929
H -1.80293 -5.64475 0.98209
H -1.94256 -4.11356 0.07188
C -3.77678 -0.33809 -3.66641
C -2.88249 -1.56099 -3.83719
C -3.24995 -2.73019 -2.91160
O -2.80897 -2.51249 -1.59798
C -3.67735 -1.76394 -0.75903
N -1.48358 -1.16763 -3.65355
H -3.55435 0.20237 -2.74701
H -3.62489 0.35672 -4.49397
H -4.83036 -0.61567 -3.65171
H -3.00287 -1.91142 -4.86959
H -2.72375 -3.62355 -3.26387
H -4.32809 -2.94993 -2.94049
H -4.72453 -2.04860 -0.91478
H -3.56503 -0.69154 -0.94275
H -3.36352 -1.94404 0.26973
H -0.88326 -1.95689 -3.87429
H -1.32539 -1.00317 -2.66191
C -0.96344 4.49636 1.92474
C 0.38956 4.46998 1.21972
C 0.62654 5.66679 0.28907
O -0.05070 5.60631 -0.95259
C -1.40283 6.01616 -0.91941
N 0.54377 3.18391 0.53902
H -1.77824 4.22913 1.25059
H -0.96303 3.77019 2.73847
H -1.17647 5.48404 2.34411
H 1.16283 4.52408 1.99367
H 1.68933 5.70258 0.03352
H 0.38203 6.60752 0.80395
H -1.55646 6.82272 -0.19572
H -2.07383 5.19016 -0.67588
H -1.66330 6.38187 -1.91347
H 1.48285 3.10022 0.16045
H -0.06446 3.17808 -0.27548
C -0.39304 3.13843 -1.94183
C 0.86153 2.60789 -2.62934
C 1.30561 3.44633 -3.83484
O 0.54295 3.25227 -5.01081
C -0.65580 3.99333 -5.08649
N 0.65044 1.19900 -2.95403
H -1.29077 2.91881 -2.52102
H -0.51195 2.65969 -0.96963
H -0.33632 4.21853 -1.78630
H 1.67930 2.65935 -1.90242
H 2.32373 3.15040 -4.10117
H 1.33271 4.51437 -3.57610
H -0.54438 4.97888 -4.62195
H -1.49120 3.46839 -4.61625
H -0.88957 4.12835 -6.14268
H 1.51333 0.79190 -3.30241
H 0.00130 1.12849 -3.73363
C -10.09868 -1.33980 -5.33318
C -9.53945 -0.01384 -4.82898
C -8.14938 0.32385 -5.38424
O -7.08443 -0.38539 -4.78711
C -6.84541 -1.67448 -5.32071
N -9.57953 -0.00836 -3.36587
H -9.61421 -2.18912 -4.85169
H -11.16280 -1.40454 -5.10874
H -9.97096 -1.43879 -6.41303
H -10.20893 0.77947 -5.17734
H -7.94776 1.37749 -5.17316
H -8.12247 0.20004 -6.47563
H -7.04594 -1.70830 -6.39604
H -7.44974 -2.43077 -4.81348
H -5.79566 -1.91266 -5.15375
H -9.31365 0.90894 -3.02126
H -8.84819 -0.62806 -3.02814
C 7.53227 -11.09714 2.15157
C 8.76502 -10.20045 2.14471
C 8.44141 -8.70264 2.21621
O 7.98450 -8.13993 1.00425
C 6.59851 -8.28212 0.75133
N 9.59485 -10.53990 0.98580
H 7.01760 -11.07971 1.19082
H 7.82289 -12.12922 2.34498
H 6.82477 -10.79143 2.92424
H 9.34664 -10.43274 3.04260
H 9.36506 -8.16734 2.45376
H 7.72815 -8.49280 3.02424
H 6.01738 -8.22674 1.67622
H 6.37183 -9.21983 0.23760
H 6.30089 -7.45893 0.10344
H 10.46783 -10.02344 1.03350
H 9.13091 -10.17884 0.15678
C -4.21010 7.43598 2.67773
C -3.75171 8.28620 1.49825
C -4.03246 9.78455 1.66622
O -5.37967 10.16143 1.45756
C -6.23274 10.01208 2.57464
N -4.32725 7.73783 0.26858
H -5.29315 7.31085 2.68628
H -3.77041 6.44148 2.61301
H -3.90775 7.88022 3.62806
H -2.66375 8.18360 1.42444
H -3.46017 10.32674 0.90881
H -3.68996 10.13705 2.64848
H -5.70629 10.23170 3.50873
H -6.65945 9.00789 2.63293
H -7.04952 10.72374 2.45769
H -3.93855 8.22626 -0.53317
H -5.31575 7.97281 0.25029
```